C13H12AlIN6 as an isolated structure, computed with wB97M-V/def2-TZVPD.

Electronic energy in a.u.: -1371.27578
Energy relative to the best compared isomer or geometry (same formula, charge and spin) in kcal per mole: 7.5
LUMO in eV: -1.3

Geometry as XYZ:
```
33
C13H12AlIN6 wB97M-V/def2-TZVPD
Al -1.48 0.03 0.67
N 1.75 -1.88 2.39
C 0.50 -2.06 1.97
N -0.04 -0.87 1.76
C 0.97 0.00 2.06
N 2.07 -0.57 2.45
C 0.71 1.43 1.83
C 1.57 2.47 2.15
N 1.26 3.73 1.90
C 0.08 3.96 1.32
C -0.79 2.93 0.99
N -0.47 1.67 1.25
H 2.44 -2.58 2.61
H 0.02 -3.01 1.81
H 2.52 2.26 2.62
H -0.17 4.99 1.11
H -1.74 3.11 0.50
N -1.12 -0.15 -0.95
C -0.39 -0.63 -1.97
C -0.89 -0.70 -3.30
C -0.15 -1.24 -4.33
C 1.14 -1.73 -4.13
C 1.68 -1.65 -2.85
C 0.94 -1.12 -1.80
H -1.89 -0.33 -3.47
H -0.58 -1.28 -5.33
H 1.72 -2.15 -4.95
H 2.68 -2.01 -2.67
H 1.38 -1.05 -0.81
I -3.86 -1.80 0.75
C -3.07 -0.06 1.81
H -2.94 -0.42 2.83
H -3.87 0.67 1.79
```

A 4-piece molecular cluster, C5H18NO3 overall, computed with wB97M-V/def2-TZVPD.

Electronic energy in a.u.: -481.67801
Spin multiplicity: 2
LUMO (spin up / spin down) in eV: 0.2 / 0.2

Geometry as XYZ:
```
27
C5H18NO3 wB97M-V/def2-TZVPD
C 0.05 2.16 -0.80
C -0.30 1.06 0.17
N 0.55 -0.15 -0.07
C 0.62 -0.91 1.20
C 0.47 0.12 2.31
C -0.07 1.40 1.64
H -0.16 1.87 -1.83
H 1.10 2.44 -0.71
H -0.56 3.04 -0.60
H -1.33 0.73 0.03
H 1.49 0.13 -0.39
H 0.13 -0.76 -0.81
H -0.18 -1.65 1.18
H 1.57 -1.45 1.24
H -0.19 -0.26 3.09
H 1.43 0.31 2.79
H 0.66 2.21 1.73
H -0.98 1.76 2.12
H 3.34 0.75 -1.89
H 3.91 -0.02 -0.68
O 3.12 0.46 -0.98
H -0.78 -2.24 -2.52
H -1.74 -1.88 -1.33
O -0.80 -1.94 -1.60
H -3.80 -2.01 -0.03
H -4.10 -1.16 -1.27
O -3.38 -1.43 -0.68
```

C3H8ClO4SV as an isolated structure, computed with wB97M-V/def2-TZVPD.

Electronic energy in a.u.: -2222.03755
Spin multiplicity: 2
Energy relative to the best compared isomer or geometry (same formula, charge and spin) in kcal per mole: 0.0
Total charge: +1
LUMO (spin up / spin down) in eV: -9.3 / -8.4

Geometry as XYZ:
```
18
C3H8ClO4SV wB97M-V/def2-TZVPD
O 0.55 1.08 7.23
V -1.01 1.17 7.12
Cl -1.07 1.23 4.58
O 1.12 -1.55 0.61
S 0.69 -0.35 -0.07
O 1.59 0.57 -0.69
O -0.44 -0.77 -1.18
C -0.32 -0.20 -2.48
C 0.41 -1.13 -3.44
C -0.35 0.64 1.04
H 0.19 0.77 -2.55
H -1.33 0.05 -2.84
H 0.33 -0.72 -4.45
H -0.08 -2.10 -3.43
H 1.45 -1.19 -3.13
H 0.22 1.07 1.86
H -1.15 -0.01 1.38
H -0.77 1.44 0.44
```

C21H36CaP2 as an isolated structure, computed with wB97M-V/def2-TZVPD.

Electronic energy in a.u.: -2181.83737
Energy relative to the best compared isomer or geometry (same formula, charge and spin) in kcal per mole: 58.9
LUMO in eV: -0.6

Geometry as XYZ:
```
60
C21H36CaP2 wB97M-V/def2-TZVPD
P -1.26 -0.09 -3.36
P -2.01 -2.27 -0.86
C -1.97 -1.77 -3.69
C -2.80 -2.37 -2.54
H -1.12 -2.42 -3.97
H -2.59 -1.61 -4.58
H -3.78 -1.88 -2.46
H -2.96 -3.44 -2.71
C -0.82 -3.65 -1.00
H -0.31 -3.78 -0.04
H -0.07 -3.46 -1.78
H -1.37 -4.57 -1.25
C -3.25 -2.96 0.28
H -3.49 -3.99 -0.01
H -4.16 -2.33 0.25
H -2.83 -2.93 1.30
C -0.27 0.29 -4.83
H 0.21 1.27 -4.69
H -0.94 0.31 -5.70
H 0.51 -0.48 -4.96
C -2.74 0.94 -3.61
H -3.50 0.72 -2.85
H -3.13 0.71 -4.61
H -2.46 2.00 -3.55
Ca 0.73 3.23 2.84
C -0.45 -0.75 1.24
C 0.65 -1.29 0.68
C 1.01 -1.33 -0.77
C 1.93 -0.18 -1.24
C 1.24 1.07 -1.64
C 0.01 1.50 -1.33
C -1.12 0.74 -0.72
C -1.17 0.50 0.80
C 2.36 4.45 1.88
H -0.72 -1.10 2.25
H 1.35 -1.81 1.35
H 0.13 -1.33 -1.44
H 1.53 -2.28 -0.98
H 2.67 0.01 -0.44
H 2.53 -0.55 -2.11
H 1.88 1.75 -2.21
H -0.21 2.56 -1.52
H -1.13 -0.28 -1.16
H -2.08 1.17 -1.04
H -0.81 1.42 1.33
H -2.24 0.42 1.11
H 2.78 5.38 2.27
H 2.01 4.68 0.86
H 3.21 3.76 1.78
C 3.40 1.32 6.42
C 4.11 1.37 5.21
C 3.42 1.58 3.98
C 2.06 1.63 4.05
C 1.29 1.58 5.20
C 2.00 1.43 6.42
H 3.94 1.18 7.36
H 5.20 1.27 5.20
H 3.98 1.68 3.04
H 0.19 1.62 5.20
H 1.44 1.39 7.36
```

A 6-piece molecular cluster, C28H65IN2O6S overall, computed with wB97M-V/def2-TZVPD.

Electronic energy in a.u.: -2362.63115
LUMO in eV: 0.5

Geometry as XYZ:
```
103
C28H65IN2O6S wB97M-V/def2-TZVPD
C 4.79 -1.91 0.39
C 3.79 -0.78 0.32
C 4.18 0.25 -0.73
C 3.25 1.47 -0.91
C 1.96 1.48 -0.09
C 1.06 2.68 -0.45
C -0.13 2.32 -1.36
C -1.38 3.15 -1.16
C -2.03 2.99 0.22
C -2.82 1.71 0.45
C -4.20 1.58 -0.26
N -4.55 2.82 -0.92
C -5.24 1.07 0.78
C -5.54 1.93 1.98
N -4.77 -0.31 1.07
C -4.22 -0.80 -0.12
O -3.78 -1.91 -0.27
C -4.26 0.34 -1.18
I -2.57 0.03 -2.47
C -5.52 0.27 -2.08
C -6.11 -1.12 -2.23
C -7.31 -1.14 -3.17
S -8.82 -0.44 -2.45
H 4.92 -2.37 -0.59
H 4.50 -2.68 1.10
H 5.77 -1.55 0.72
H 2.81 -1.20 0.07
H 3.70 -0.31 1.30
H 4.27 -0.28 -1.68
H 5.17 0.61 -0.46
H 2.96 1.54 -1.97
H 3.80 2.38 -0.69
H 1.42 0.55 -0.27
H 2.21 1.51 0.97
H 0.71 3.15 0.47
H 1.68 3.40 -0.97
H 0.20 2.45 -2.40
H -0.37 1.26 -1.26
H -2.12 2.88 -1.91
H -1.15 4.21 -1.33
H -1.24 2.99 0.97
H -2.65 3.86 0.44
H -3.00 1.67 1.52
H -2.19 0.85 0.22
H -4.71 3.55 -0.24
H -5.40 2.73 -1.48
H -6.19 0.88 0.28
H -6.04 1.30 2.73
H -4.66 2.36 2.45
H -6.25 2.70 1.70
H -4.13 -0.41 1.85
H -6.29 0.93 -1.68
H -5.25 0.66 -3.06
H -6.43 -1.48 -1.26
H -5.35 -1.81 -2.60
H -7.52 -2.16 -3.47
H -7.08 -0.56 -4.07
H -8.39 -0.43 -1.19
C 6.14 -4.79 -4.39
C 5.99 -3.88 -3.19
O 4.63 -3.56 -2.91
H 5.70 -4.33 -5.28
H 7.19 -4.99 -4.60
H 5.64 -5.74 -4.22
H 6.48 -2.92 -3.36
H 6.45 -4.34 -2.31
H 4.16 -4.39 -2.73
C 9.75 -4.74 -6.80
C 8.62 -5.37 -7.60
O 7.55 -4.47 -7.83
H 9.37 -4.37 -5.84
H 10.55 -5.46 -6.61
H 10.18 -3.89 -7.34
H 8.19 -6.21 -7.05
H 9.01 -5.76 -8.55
H 7.88 -3.72 -8.33
C -6.14 -0.71 5.50
C -6.99 0.26 6.31
O -7.60 1.24 5.47
H -5.37 -0.17 4.96
H -5.67 -1.45 6.14
H -6.76 -1.24 4.77
H -6.38 0.81 7.02
H -7.76 -0.28 6.87
H -8.16 0.78 4.84
C -2.62 4.93 4.86
C -2.50 5.20 3.37
O -3.68 4.83 2.66
H -2.84 3.88 5.04
H -1.70 5.19 5.37
H -3.43 5.53 5.29
H -1.71 4.59 2.93
H -2.26 6.25 3.18
H -4.41 5.36 3.00
C 7.18 -0.65 5.00
C 5.90 -1.34 4.60
O 6.06 -2.16 3.45
H 7.56 -0.04 4.18
H 7.02 0.00 5.87
H 7.95 -1.38 5.26
H 5.14 -0.61 4.33
H 5.51 -1.94 5.43
H 6.72 -2.84 3.65
```

C29H57ClN6O3ReSSi as an isolated structure, computed with wB97M-V/def2-TZVPD.

Electronic energy in a.u.: -2919.29897
Spin multiplicity: 4
Total charge: +2
LUMO (spin up / spin down) in eV: -6.1 / -6.7

Geometry as XYZ:
```
99
C29H57ClN6O3ReSSi wB97M-V/def2-TZVPD
Re 1.05 -0.10 0.01
C 1.08 -0.55 4.33
N 1.87 -0.02 3.22
C 3.01 -0.86 2.82
C 1.56 1.14 2.63
N 1.83 1.28 1.30
C 2.04 2.56 0.70
C 2.46 3.71 1.35
C 2.49 4.92 0.66
C 2.09 4.97 -0.67
C 1.77 3.80 -1.35
C 1.83 2.59 -0.67
N 1.71 1.30 -1.29
C 2.23 1.05 -2.51
N 1.76 0.01 -3.21
C 0.39 -0.47 -3.08
C 2.60 -0.76 -4.12
N 3.21 1.79 -3.04
C 4.26 2.44 -2.25
C 3.26 2.07 -4.47
N 1.00 2.10 3.37
C 1.38 2.30 4.77
C 0.05 3.09 2.86
H 0.92 -1.62 4.16
H 0.11 -0.06 4.38
H 1.60 -0.44 5.29
H 3.57 -1.12 3.72
H 3.66 -0.33 2.14
H 2.66 -1.79 2.37
H 2.75 3.67 2.39
H 2.81 5.82 1.17
H 2.05 5.92 -1.19
H 1.52 3.82 -2.40
H -0.23 0.25 -2.54
H 0.35 -1.44 -2.59
H -0.05 -0.58 -4.07
H 3.65 -0.57 -3.91
H 2.39 -0.53 -5.17
H 2.40 -1.82 -3.96
H 4.24 2.10 -1.23
H 4.15 3.53 -2.28
H 5.22 2.17 -2.70
H 2.33 1.76 -4.96
H 4.10 1.58 -4.95
H 3.36 3.15 -4.60
H 2.25 1.70 5.03
H 0.55 2.05 5.45
H 1.63 3.35 4.91
H -0.30 2.82 1.87
H 0.49 4.08 2.84
H -0.81 3.10 3.54
C 0.95 -3.86 -0.11
C -0.48 -3.39 -0.09
C -1.21 -3.84 -1.35
C -1.17 -3.92 1.16
O -0.50 -1.88 -0.01
Si -1.96 -0.99 -0.11
S -1.08 0.87 0.40
O -3.09 -1.48 0.89
C -3.61 -1.20 2.23
C -4.58 -2.33 2.53
C -2.46 -1.20 3.23
C -4.33 0.13 2.20
O -2.40 -1.06 -1.65
C -3.49 -0.44 -2.41
C -2.91 0.74 -3.17
C -4.00 -1.52 -3.36
C -4.59 0.01 -1.46
H 0.97 -4.95 -0.12
H 1.48 -3.53 0.79
H 1.47 -3.51 -1.00
H -1.17 -4.92 -1.41
H -0.74 -3.43 -2.25
H -2.25 -3.53 -1.34
H -1.11 -5.01 1.16
H -2.22 -3.64 1.19
H -0.67 -3.55 2.06
H -4.06 -3.29 2.54
H -5.36 -2.36 1.77
H -5.05 -2.18 3.50
H -1.94 -2.16 3.22
H -2.86 -1.03 4.23
H -1.75 -0.40 3.00
H -5.15 0.12 1.49
H -3.65 0.95 1.94
H -4.75 0.34 3.19
H -2.22 0.40 -3.95
H -2.40 1.42 -2.49
H -3.72 1.29 -3.66
H -3.18 -1.91 -3.95
H -4.75 -1.10 -4.03
H -4.46 -2.34 -2.80
H -4.24 0.81 -0.80
H -4.95 -0.82 -0.85
H -5.43 0.40 -2.04
Cl 4.32 -0.40 -0.56
C 2.77 -1.33 -0.50
H 2.96 -2.11 0.22
H 2.70 -1.83 -1.47
```